Entry from OMol25: a structure of composition C26H24F9O15Zr (ωB97M-V/def2-TZVPD).

The geometry in XYZ format:
```
75
Properties=species:S:1:pos:R:3:forces:R:3
Zr -0.00573 0.15681 0.17465 0.2 0.3 0.5
C -1.55531 -3.36360 5.52717 -0.2 1.2 -2.4
C -0.87512 -2.74644 4.42909 0.8 1.1 -2.0
C 0.73115 -2.57786 4.51551 -0.9 0.7 0.2
O 1.24941 -1.95083 3.59518 0.1 -0.6 0.5
C 1.39026 -3.08074 5.70689 0.6 1.5 -4.0
C 0.66648 -3.78433 6.58468 1.8 -3.5 5.9
C -0.81525 -3.83737 6.56161 -2.5 -1.4 5.9
O -1.47443 -4.18381 7.65563 2.6 0.7 -3.5
O 1.31268 -4.36266 7.57295 -2.2 1.4 -2.7
O -1.34370 -2.22564 3.39081 -0.1 -1.0 1.7
H -2.62511 -3.33117 5.67166 -0.1 0.0 -0.3
H 2.46946 -3.11702 5.72745 0.0 0.2 0.2
C 1.79954 1.49340 -5.95970 -0.3 -0.6 4.0
C 1.70921 0.89350 -4.57169 0.5 -0.4 -2.3
C 2.50329 -0.49222 -4.29360 -2.6 1.3 0.4
O 2.18772 -0.83828 -3.15216 1.4 -1.4 0.4
C 3.10921 -1.20678 -5.36111 -0.3 1.3 1.7
C 3.16486 -0.56182 -6.60413 2.1 -1.0 -4.3
C 2.51314 0.80970 -6.91126 0.3 1.4 -4.6
O 2.56308 1.34475 -8.11953 0.3 -2.3 3.9
O 3.77706 -1.09008 -7.59853 -1.5 1.1 2.5
O 0.96930 1.24766 -3.67374 -0.1 0.8 -0.2
H 1.36650 2.46288 -6.15717 -0.1 -0.1 -0.1
H 3.60200 -2.14075 -5.13470 0.0 -0.1 -0.4
C -0.90861 3.14575 5.59402 0.7 -0.4 -1.0
C -0.94964 3.85567 4.23344 0.9 -0.6 -0.5
O -0.81550 3.04947 3.14017 -0.7 -1.0 -0.7
H -0.02500 2.50754 5.59169 0.2 0.1 0.2
H -1.74853 2.45102 5.59483 -0.2 0.2 0.6
H -0.83948 3.86503 6.41008 -0.4 -0.2 0.2
H -0.18771 4.62386 4.10133 0.1 0.7 0.8
H -1.94600 4.29644 4.20041 -0.5 0.6 -0.2
C -6.08624 0.92937 3.22102 0.6 1.6 0.4
C -6.59444 0.53721 1.84680 0.0 -0.9 1.7
O -6.53515 1.57077 0.87672 0.8 1.7 -0.9
C -5.38516 1.93449 0.29326 3.5 -3.5 0.1
O -4.33745 1.22771 0.25354 -3.8 2.6 0.3
C -5.38498 3.33828 -0.39113 0.6 -0.7 -0.5
F -6.47250 3.56319 -1.08482 -1.3 -0.1 -0.5
F -5.29853 4.26958 0.53837 0.4 0.4 0.5
F -4.36187 3.45506 -1.26820 -0.3 -0.2 1.0
H -6.21522 0.14817 3.97013 0.1 -0.2 -0.3
H -6.54499 1.82864 3.63205 -0.7 0.0 -0.2
H -5.05102 1.27028 3.20710 0.4 -0.6 -0.2
H -7.65564 0.33571 1.99290 0.1 -0.2 -0.6
H -6.03258 -0.36329 1.59884 -0.2 0.1 -0.8
C 8.99703 2.55080 0.44374 1.1 0.4 -0.3
C 7.49408 2.47107 0.31410 2.0 -3.1 -0.6
O 6.95928 3.71546 0.38261 -1.5 1.7 0.4
C 5.64888 3.91823 0.37552 -1.2 -2.2 -0.2
O 4.70564 3.13603 0.26078 2.8 1.7 0.3
C 5.41581 5.39890 0.49401 -1.2 2.8 -0.1
F 4.50241 5.64293 1.44181 0.5 -0.2 0.6
F 6.46878 6.25502 0.68360 -0.6 -1.5 0.2
F 4.83117 5.81999 -0.62826 0.1 -0.1 -0.9
H 9.37357 3.53705 0.71503 -0.3 0.0 0.6
H 9.48388 2.40032 -0.51981 0.0 -0.3 0.0
H 9.34272 1.79000 1.14361 0.2 0.2 -0.1
H 7.21314 1.74745 1.07930 -1.0 0.5 0.1
H 7.36509 1.99640 -0.65859 -0.9 0.1 0.0
C -1.78644 -5.34557 -6.50815 -0.2 -0.4 -0.1
C -1.69710 -4.45636 -5.25761 1.2 -0.4 -2.0
O -2.90165 -4.59246 -4.57032 -1.3 -0.1 3.1
C -2.96106 -4.07325 -3.29131 3.2 2.2 -2.7
O -2.20770 -3.18532 -2.88163 -2.0 -2.6 -0.6
C -4.12299 -4.62325 -2.52474 -0.5 0.0 -1.3
F -4.57640 -5.80748 -3.06884 -0.2 2.0 0.8
F -3.73604 -4.85387 -1.31871 0.0 -0.5 1.9
F -5.02218 -3.59454 -2.50362 -0.3 -1.5 -0.1
H -2.02386 -6.37620 -6.24443 -0.3 0.0 0.4
H -0.83667 -5.50001 -7.02019 0.2 0.7 0.0
H -2.53841 -5.04425 -7.23744 0.1 0.3 0.1
H -1.55486 -3.40592 -5.51150 0.3 -0.1 0.1
H -0.84956 -4.87841 -4.71755 -0.1 0.5 0.6
```
Forces are in eV/Å.

Its multiplicity is 1. As for the frontier orbital gap: 1.21 eV. The value obtained for the molar mass is 838.67 g mol⁻¹. Its total charge is -1. The value obtained for the largest force on an atom is 7.04 eV/A. For the LUMO energy, the calculation gives -0.1093 Ha.

Entry from OMol25: a cluster of 2 separate species, C4H8IP in total (ωB97M-V/def2-TZVPD).

The geometry in XYZ format:
```
14
Properties=species:S:1:pos:R:3:forces:R:3
C -0.58396 1.00222 0.12756 -2.8 -0.6 0.7
C -0.06646 1.67910 -0.88279 1.9 0.3 0.9
C -1.95187 0.23056 0.19712 -0.8 5.7 -2.7
C 1.45536 -2.08590 0.69903 1.5 1.2 -1.1
P 1.60071 -1.51039 -0.88858 -0.8 -1.3 1.6
I 3.18868 0.24229 -0.73584 0.7 0.5 0.1
H -0.16114 0.97463 1.11358 0.9 0.3 0.1
H -0.36624 1.76008 -1.89539 -1.0 -0.2 -0.7
H -1.86048 -0.64359 0.63835 0.7 -4.4 1.8
H -2.83860 0.73766 0.73593 1.8 -0.2 -0.5
H -2.31666 0.17100 -0.83359 0.0 -0.5 0.1
H 2.00906 -1.70654 1.56671 -0.2 0.1 -0.4
H 0.96223 -3.00113 0.89997 -0.9 -0.7 -0.1
H 0.92936 2.15002 -0.74207 -0.9 -0.2 0.1
```
Forces are in eV/Å.

Its multiplicity is 1. As for the frontier orbital gap: 8.93 eV. The value obtained for the molar mass is 213.99 g mol⁻¹. Its total charge is 0. The calculation puts the energy above the lowest of the compared OMol25 structures with the same formula, charge and spin at 94.2 kJ/mol. The value obtained for the largest force on an atom is 6.38 eV/A. For the LUMO energy, the calculation gives -0.0068 Ha.

Entry from OMol25: a structure of composition C4H8O2 (ωB97M-V/def2-TZVPD).

The geometry in XYZ format:
```
14
Properties=species:S:1:pos:R:3:forces:R:3
C 0.80081 1.72003 -0.19807 0.0 -0.4 -0.1
C -0.43069 0.82832 -0.43641 -0.4 -0.1 -0.1
O -0.12023 -0.51379 -0.92273 -1.4 -0.7 -0.7
C -1.11090 -1.78225 -0.26443 0.6 1.3 -0.7
C 0.11117 -1.60215 0.50129 0.0 -1.1 1.8
O 0.05688 -1.07506 1.60061 0.8 0.1 0.4
H 1.43929 1.79727 -1.08282 -0.1 -0.1 0.1
H 1.39822 1.36195 0.64515 -0.1 -0.1 -0.2
H 0.46570 2.74308 0.04871 -0.1 -0.5 -0.1
H -0.97265 0.75509 0.51118 0.0 -0.1 -0.1
H -1.06392 1.26926 -1.20770 -0.1 0.0 0.1
H -1.32821 -2.77077 -0.73371 0.6 1.3 -0.8
H -2.00440 -1.30564 0.13067 0.3 0.1 0.0
H 0.99751 -2.07823 0.04227 0.0 0.0 0.5
```
Forces are in eV/Å.

Its multiplicity is 1. As for the frontier orbital gap: 9.65 eV. The value obtained for the molar mass is 88.11 g mol⁻¹. Its total charge is 0. The calculation puts the energy above the lowest of the compared OMol25 structures with the same formula, charge and spin at 364.9 kJ/mol. The value obtained for the largest force on an atom is 2.07 eV/A. For the LUMO energy, the calculation gives 0.0191 Ha.

Entry from OMol25: a cluster of 2 separate species, C11H13ClFN in total (ωB97M-V/def2-TZVPD).

The geometry in XYZ format:
```
27
Properties=species:S:1:pos:R:3:forces:R:3
C 2.87718 2.77653 1.11700 0.9 0.1 1.5
C 2.00634 2.95664 0.06186 1.0 -0.2 -1.1
C 2.77209 1.59686 1.84957 -2.2 0.4 -4.4
C 1.19949 1.97166 -0.44078 -1.6 -2.2 0.6
C 1.95857 0.56248 1.36722 -0.3 0.6 2.1
C 1.10171 0.76815 0.28745 0.6 -0.7 0.3
C 0.14226 -0.30320 -0.05568 0.4 -2.5 -0.6
C -2.97559 -1.44287 0.48801 2.6 -1.2 0.9
C -2.91001 -0.48399 -1.75152 1.4 2.1 -0.6
C 1.16171 -2.27600 -0.17576 0.4 3.2 0.9
C -2.06803 -1.15705 -0.72483 0.5 -1.6 -0.5
N -1.04489 -0.20657 -0.37677 1.2 0.5 0.9
F 0.28446 -3.10446 -0.74198 0.1 -0.6 0.0
Cl 2.55125 -1.92035 -1.28188 -0.6 -0.3 0.3
H 3.68210 3.51494 1.42281 -1.4 -0.7 -0.6
H 2.17409 3.75582 -0.58772 0.0 1.7 -0.6
H 3.31193 1.38513 2.65107 2.5 -0.5 3.4
H 0.52931 1.96057 -1.32008 0.7 0.9 0.4
H 1.91656 -0.23774 2.14368 -0.4 -0.1 -1.5
H -3.45895 -0.52642 0.73224 -0.9 0.5 0.2
H -3.62031 -2.32325 0.31650 0.1 0.7 0.1
H -2.26918 -1.66464 1.35658 -1.1 0.0 -0.9
H -2.31972 -0.08620 -2.60604 -0.4 -0.7 0.3
H -3.38095 0.39864 -1.32273 0.0 0.1 0.2
H -3.66866 -1.12369 -2.01975 -1.7 -1.5 -1.2
H 1.65435 -2.67001 0.77260 -1.1 0.3 -1.2
H -1.60713 -2.12096 -1.16106 -0.8 1.4 0.8
```
Forces are in eV/Å.

Its multiplicity is 1. As for the frontier orbital gap: 8.69 eV. The value obtained for the molar mass is 213.68 g mol⁻¹. Its total charge is 0. The calculation puts the energy above the lowest of the compared OMol25 structures with the same formula, charge and spin at 96.4 kJ/mol. The value obtained for the largest force on an atom is 4.97 eV/A. For the LUMO energy, the calculation gives 0.0167 Ha.

Entry from OMol25: an isolated molecule of C2H2 (ωB97M-V/def2-TZVPD).

The geometry in XYZ format:
```
4
Properties=species:S:1:pos:R:3:forces:R:3
C 0.61961 -0.07463 -0.02586 -2.1 0.1 0.3
C -0.60478 -0.12477 0.00330 0.6 1.3 -0.2
H 1.69493 0.04709 0.04291 -0.7 -0.3 -0.2
H -1.70976 0.15231 -0.02034 2.2 -1.0 0.1
```
Forces are in eV/Å.

Its multiplicity is 1. As for the frontier orbital gap: 11.99 eV. The value obtained for the molar mass is 26.04 g mol⁻¹. Its total charge is 0. The calculation puts the energy above the lowest of the compared OMol25 structures with the same formula, charge and spin at 20.0 kJ/mol. The value obtained for the largest force on an atom is 2.45 eV/A. For the LUMO energy, the calculation gives 0.0498 Ha.